{"formula": "C9H10N5ORhSSe", "method": "ωB97M-V with the def2-TZVPD basis set", "energy_ha": -3608.08947, "multiplicity": 5, "s2": 6.0224, "homo_lumo_gap_ha": [0.2918, 0.2217], "largest_force_ha_per_bohr": 0.001, "total_charge": 0, "symbols": ["Rh", "N", "C", "S", "N", "N", "C", "C", "C", "C", "C", "C", "C", "O", "H", "H", "H", "H", "H", "H", "H", "Se", "C", "N", "N", "H", "H", "H"], "coordinates": [[-0.1789, 0.7722, 1.3092], [-3.1820, 3.5158, -0.4020], [-2.2218, 2.5758, -0.1710], [-0.9952, 2.9835, 1.0143], [-2.2524, 1.4873, -0.8658], [-1.1942, 0.6420, -0.6148], [-1.0039, -0.2783, -1.4938], [0.0739, -1.2260, -1.5067], [0.0294, -2.2331, -2.4905], [1.0337, -3.1560, -2.6255], [2.1402, -3.0770, -1.7680], [2.2211, -2.0988, -0.8088], [1.1926, -1.1471, -0.6425], [1.3348, -0.2300, 0.2810], [-3.3491, 4.1911, 0.3228], [-3.9805, 3.2113, -0.9349], [-1.7153, -0.3136, -2.3177], [-0.8300, -2.2660, -3.1506], [0.9768, -3.9257, -3.3822], [2.9448, -3.7956, -1.8623], [3.0737, -2.0319, -0.1458], [-0.3578, -0.1248, 5.8104], [-0.7213, -0.1319, 4.1045], [-0.9502, -0.1436, 2.9434], [1.7492, 1.6297, 2.2583], [2.4670, 1.0290, 1.8653], [1.7548, 1.5506, 3.2705], [1.9404, 2.5910, 2.0032]], "atomic_forces_ev_per_a": [[0.0, 0.0, 0.0], [0.0, 0.0, 0.1], [0.0, 0.0, 0.0], [0.0, 0.0, 0.0], [0.0, 0.0, 0.0], [0.0, 0.0, 0.1], [0.0, 0.0, 0.0], [0.0, 0.0, 0.0], [0.0, 0.0, 0.0], [0.0, 0.0, 0.0], [0.0, 0.0, 0.0], [0.0, 0.0, 0.0], [0.0, 0.0, 0.0], [0.0, 0.0, 0.0], [0.0, 0.0, 0.0], [0.0, 0.0, 0.0], [0.0, 0.0, 0.0], [0.0, 0.0, 0.0], [0.0, 0.0, 0.0], [0.0, 0.0, 0.0], [0.0, 0.0, 0.0], [0.0, 0.0, 0.0], [0.0, -0.1, 0.0], [0.0, 0.0, 0.0], [0.0, 0.0, 0.0], [0.0, 0.0, 0.0], [0.0, 0.0, 0.0], [0.0, 0.0, 0.0]], "lowdin_charge": [1.005, 0.062, -0.856, 0.594, -0.013, -0.145, -0.062, -0.148, -0.050, -0.093, -0.076, -0.017, -0.343, -0.219, 0.075, 0.097, 0.130, 0.111, 0.100, 0.105, 0.114, 0.582, -0.976, -0.130, 0.010, 0.046, 0.051, 0.045]}